Density functional theory data (ωB97M-V with the def2-TZVPD basis set) for one molecule with the formula C24H26N4O3S in a non-equilibrium geometry.

The HOMO-LUMO gap comes out at 0.297 hartree. The HOMO energy comes out at -7.87 eV.

Positions of all 58 atoms, in Å:
C: -0.47 -3.88 0.38
C: -1.03 -2.61 0.95
C: -0.55 -2.14 2.17
C: -1.10 -1.01 2.74
C: -2.05 -0.28 2.05
C: -2.49 -0.68 0.79
N: -3.42 0.06 0.05
C: -4.22 1.07 0.71
C: -3.48 2.43 0.86
N: -2.32 2.41 0.00
C: -1.09 2.34 0.56
O: -0.92 2.65 1.73
C: 0.05 1.85 -0.25
N: 0.17 1.90 -1.57
N: 1.32 1.32 -1.88
C: 1.75 1.34 -3.25
C: 1.97 0.87 -0.78
C: 1.17 1.22 0.31
C: 1.53 0.99 1.72
S: 3.32 1.32 1.81
O: 3.58 2.67 1.41
O: 3.86 0.87 3.06
C: 3.94 0.25 0.50
C: 5.14 -0.40 0.68
C: 5.66 -1.18 -0.34
C: 4.97 -1.28 -1.54
C: 3.77 -0.62 -1.72
C: 3.24 0.17 -0.70
C: -2.67 1.97 -1.33
C: -3.04 0.47 -1.29
C: -2.03 -1.90 0.27
C: -2.64 -2.51 -0.96
H: -1.21 -4.68 0.43
H: 0.40 -4.20 0.95
H: -0.18 -3.75 -0.66
H: 0.22 -2.69 2.69
H: -0.76 -0.67 3.71
H: -2.43 0.62 2.51
H: -5.11 1.21 0.09
H: -4.54 0.69 1.68
H: -3.13 2.60 1.88
H: -4.14 3.26 0.58
H: 2.82 1.55 -3.31
H: 1.20 2.13 -3.75
H: 1.54 0.39 -3.75
H: 1.40 -0.05 2.04
H: 0.98 1.66 2.38
H: 5.64 -0.30 1.63
H: 6.60 -1.70 -0.21
H: 5.37 -1.89 -2.34
H: 3.24 -0.75 -2.65
H: -1.83 2.15 -2.01
H: -3.52 2.57 -1.66
H: -3.87 0.28 -1.98
H: -2.18 -0.12 -1.60
H: -3.60 -2.04 -1.17
H: -2.81 -3.57 -0.79
H: -2.00 -2.42 -1.83

=====

Density functional theory data (ωB97M-V with the def2-TZVPD basis set) for one molecule with the formula C24H26N4O4.

The HOMO-LUMO gap comes out at 0.333 hartree. The HOMO energy comes out at -8.44 eV.

Positions of all 58 atoms, in Å:
C: 6.01 -2.85 -0.70
C: 4.93 -1.82 -0.79
C: 5.13 -0.65 -1.53
C: 4.15 0.31 -1.61
C: 2.93 0.16 -0.96
C: 1.89 1.24 -1.03
C: 2.73 -1.00 -0.22
N: 1.52 -1.22 0.49
C: 1.50 -0.82 1.89
C: 0.98 0.61 2.08
O: 1.69 1.53 2.43
N: -0.33 0.74 1.77
C: -1.03 1.99 1.91
C: -2.18 1.86 2.86
C: -3.06 2.79 3.33
C: -3.96 2.09 4.18
C: -3.55 0.80 4.16
O: -2.48 0.65 3.36
C: 0.42 -1.75 -0.07
O: -0.63 -1.85 0.56
C: 0.57 -2.23 -1.50
C: -0.77 -2.61 -2.13
C: -1.56 -1.38 -2.53
O: -1.60 -0.98 -3.68
N: -2.19 -0.78 -1.48
C: -2.98 0.35 -1.47
C: -3.40 1.02 -2.62
C: -4.21 2.13 -2.46
C: -4.58 2.53 -1.18
C: -4.10 1.80 -0.11
N: -3.32 0.74 -0.24
C: 3.72 -1.98 -0.14
H: 6.85 -2.47 -0.12
H: 5.64 -3.76 -0.22
H: 6.38 -3.11 -1.69
H: 6.07 -0.51 -2.05
H: 4.33 1.21 -2.18
H: 0.88 0.82 -1.05
H: 2.03 1.85 -1.91
H: 1.96 1.88 -0.15
H: 0.85 -1.51 2.44
H: 2.52 -0.87 2.28
H: -0.87 -0.08 1.54
H: -1.41 2.31 0.93
H: -0.31 2.73 2.28
H: -3.07 3.84 3.10
H: -4.78 2.51 4.72
H: -3.93 -0.08 4.65
H: 1.23 -3.10 -1.48
H: 1.06 -1.46 -2.10
H: -1.35 -3.21 -1.42
H: -0.59 -3.20 -3.03
H: -2.02 -1.18 -0.56
H: -3.09 0.68 -3.59
H: -4.56 2.68 -3.32
H: -5.22 3.39 -1.02
H: -4.35 2.07 0.91
H: 3.53 -2.87 0.44

=====

Density functional theory data (ωB97M-V with the def2-TZVPD basis set) for C24H26N5O7SSn as an isolated structure.

The charge is -1. The HOMO-LUMO gap comes out at 0.236 hartree. The HOMO energy comes out at -4.20 eV.

Positions of all 64 atoms, in Å:
Sn: -0.72 0.58 0.12
C: -3.88 -0.72 3.70
C: -2.96 -0.12 2.83
N: -2.54 -0.70 1.73
C: -3.03 -1.91 1.41
C: -3.94 -2.61 2.23
C: -4.35 -1.97 3.41
C: -4.39 -3.91 1.84
C: -4.01 -4.46 0.67
C: -3.14 -3.76 -0.23
C: -2.77 -4.26 -1.49
C: -1.94 -3.51 -2.29
C: -1.47 -2.28 -1.82
N: -1.79 -1.80 -0.64
C: -2.62 -2.50 0.15
H: -4.20 -0.19 4.59
H: -2.56 0.87 3.01
H: -5.06 -2.47 4.06
H: -5.07 -4.43 2.51
H: -4.36 -5.45 0.38
H: -3.14 -5.22 -1.81
H: -1.65 -3.87 -3.27
H: -0.79 -1.67 -2.41
C: 1.67 2.19 -4.03
C: 1.14 1.50 -2.80
N: 0.22 2.03 -2.08
O: -0.21 3.24 -2.54
C: 1.71 0.20 -2.44
C: 2.89 -0.36 -3.19
N: 1.16 -0.44 -1.45
O: 1.64 -1.57 -1.03
H: 1.22 3.17 -4.12
H: 1.45 1.61 -4.92
H: 2.76 2.30 -3.96
H: -1.04 3.45 -2.02
H: 2.68 -0.43 -4.26
H: 3.08 -1.36 -2.80
H: 3.78 0.25 -3.05
O: 0.89 -0.21 2.75
C: 1.92 -1.10 2.35
C: 3.29 -0.42 2.31
C: 3.65 0.18 0.93
C: 3.24 1.61 0.72
C: 4.20 2.56 0.36
C: 3.82 3.88 0.17
C: 2.49 4.23 0.35
C: 1.60 3.23 0.71
N: 1.96 1.96 0.90
H: 1.05 0.62 2.28
H: 1.70 -1.54 1.37
H: 1.93 -1.91 3.09
H: 4.06 -1.15 2.57
H: 3.31 0.36 3.07
H: 3.16 -0.44 0.17
H: 4.73 0.11 0.77
H: 5.23 2.25 0.21
H: 4.56 4.63 -0.10
H: 2.16 5.24 0.22
H: 0.54 3.44 0.85
O: -3.99 2.83 0.61
S: -2.70 2.64 0.00
O: -2.32 3.71 -0.93
O: -2.65 1.31 -0.75
O: -1.62 2.51 1.05

=====

Density functional theory data (ωB97M-V with the def2-TZVPD basis set) for C24H26NOPTi as an isolated structure.

Its expectation value of S² is 0.755. The charge is +1. The HOMO-LUMO gap (spin up / spin down) comes out at 0.291 / 0.309 hartree. Its spin multiplicity is 2. The HOMO energy (spin up / spin down) comes out at -10.70 / -11.20 eV.

Positions of all 54 atoms, in Å:
Ti: 0.43 -1.47 0.84
C: -1.85 -0.19 -3.11
C: -2.13 1.13 -2.44
C: -3.10 1.99 -2.96
C: -3.37 3.22 -2.37
C: -2.66 3.63 -1.25
C: -1.68 2.79 -0.72
C: -1.43 1.55 -1.31
P: -0.14 0.48 -0.64
C: 0.17 0.96 1.09
C: 1.46 1.31 1.52
C: 1.76 1.39 2.87
C: 0.78 1.11 3.82
C: -0.49 0.74 3.41
C: -0.82 0.65 2.06
C: -2.23 0.27 1.65
C: 1.39 0.80 -1.53
C: 1.60 1.90 -2.35
C: 2.82 2.06 -2.98
C: 3.83 1.13 -2.77
C: 3.61 0.03 -1.95
C: 2.38 -0.17 -1.33
C: 2.11 -1.37 -0.45
H: -2.51 -0.34 -3.95
H: -1.99 -1.02 -2.41
H: -0.82 -0.23 -3.47
H: -3.66 1.69 -3.83
H: -4.13 3.86 -2.79
H: -2.85 4.59 -0.79
H: -1.12 3.10 0.15
H: 2.22 1.53 0.79
H: 2.75 1.67 3.18
H: 1.01 1.17 4.87
H: -1.25 0.52 4.15
H: -2.77 -0.15 2.50
H: -2.25 -0.45 0.84
H: -2.78 1.15 1.30
H: 0.80 2.63 -2.50
H: 3.00 2.92 -3.62
H: 4.79 1.25 -3.25
H: 4.40 -0.70 -1.81
H: 3.00 -1.57 0.17
H: 2.01 -2.26 -1.09
N: 0.28 -4.21 3.87
C: 0.37 -3.58 2.71
O: 0.72 -2.37 2.68
C: 0.05 -4.29 1.43
C: -0.56 -3.29 0.43
H: 0.54 -3.74 4.72
H: 0.01 -5.18 3.91
H: -0.56 -5.18 1.61
H: 1.02 -4.65 1.05
H: -1.63 -3.16 0.65
H: -0.49 -3.66 -0.59

=====

Per-record calculated total energy, Ha: -1773.0837 -1450.2116 -2343.1775 -2250.7705